The following is a DFT calculation (ωB97M-V/def2-TZVPD) of an isolated ion of composition C14H30NO3 and charge +1 at a distorted geometry.

Atoms and positions in Å:
C  -0.076  -3.289  0.401
O  1.010  -3.144  1.323
C  1.616  -1.869  1.136
C  2.935  -1.963  0.338
C  3.025  -0.914  -0.805
C  3.395  0.436  -0.174
C  3.213  1.669  -1.086
C  1.841  1.765  -1.784
C  0.646  1.398  -0.899
C  0.559  2.216  0.386
N  -0.301  1.594  1.462
C  -1.525  0.864  1.000
C  -2.524  1.721  0.228
C  -3.945  1.131  0.277
C  -4.106  -0.086  -0.611
O  -3.082  -1.078  -0.380
C  -3.565  -2.334  -0.136
O  -3.113  -3.228  -0.696
H  -0.892  -2.619  0.704
H  0.274  -3.057  -0.612
H  -0.427  -4.319  0.408
H  0.870  -1.225  0.641
H  1.796  -1.419  2.123
H  3.747  -1.706  1.023
H  3.044  -2.984  -0.026
H  2.088  -0.896  -1.368
H  3.795  -1.250  -1.503
H  4.464  0.383  0.059
H  2.907  0.601  0.797
H  3.983  1.619  -1.861
H  3.414  2.591  -0.528
H  1.690  2.738  -2.257
H  1.845  1.042  -2.605
H  -0.253  1.551  -1.504
H  0.627  0.338  -0.645
H  1.566  2.274  0.805
H  0.243  3.251  0.247
H  0.284  0.895  1.932
H  -0.533  2.272  2.191
H  -2.039  0.526  1.906
H  -1.241  -0.053  0.490
H  -2.558  2.706  0.712
H  -2.273  1.878  -0.822
H  -4.286  0.975  1.304
H  -4.603  1.906  -0.131
H  -5.085  -0.535  -0.399
H  -4.101  0.149  -1.677
H  -4.346  -2.522  0.620

Summary:
* max |F|: 4.5 eV/A
* ΔE to the lowest compared entry with this formula, charge and spin: 1.005 eV
* structure (SMILES): COCCCCCCCC[NH2+]CCCCOC=O
* charge: +1
* M: 260.40 u

Mulliken atomic charge list, values in e, 2 entries: -0.611, -0.483